A molecular structure, C6H12NO3OsS3Te4. Source: the OMol25 dataset; level of theory: the ωB97M-V functional and the def2-TZVPD basis.

Calculated values
Frontier orbital gap (alpha / beta), eV: 6.53 / 5.61
Net charge: +1
Lowest unoccupied orbital energy (alpha / beta), eV: -4.00 / -5.41
Energy above the lowest of the compared OMol25 structures with the same formula, charge and spin, kcal/mol: 0.0
2S+1: 5

Positions of all 30 atoms, in Å:
1 Os -0.910 0.689 0.854
2 H -2.181 -2.405 -0.304
3 S -1.553 -0.339 -1.157
4 C -0.263 0.176 -2.337
5 S 0.456 -1.900 1.079
6 Te 0.103 0.678 3.597
7 H 2.487 -1.943 -0.170
8 Te -3.784 2.307 3.364
9 O -1.093 2.906 1.421
10 C -1.382 -2.134 -0.996
11 O -1.579 4.577 0.129
12 H 3.436 0.242 0.198
13 S 1.263 1.125 -0.170
14 H -1.624 -2.557 -1.972
15 C 2.470 0.073 0.675
16 Te -1.448 2.529 4.653
17 H 2.772 -1.847 1.555
18 H 2.508 0.507 1.673
19 C 2.183 -1.429 0.739
20 H 1.730 0.921 -2.489
21 Te -3.361 0.391 1.561
22 H 0.742 -2.464 -1.240
23 C 1.152 0.302 -1.804
24 H 1.647 -0.662 -1.722
25 C -0.039 -2.644 -0.506
26 H -0.106 -3.719 -0.344
27 H -0.635 1.142 -2.673
28 O -1.343 2.586 -0.700
29 N -1.350 3.411 0.264
30 H -0.300 -0.519 -3.177